1.
Formula: C3BrFN2
Source: OMol25
Level of theory: ωB97M-V/def2-TZVPD

Element x y z (Å)
C: 0.3714 0.2024 -0.4777
C: -2.7572 0.3709 1.0742
C: 0.9425 -0.9503 -0.0005
N: 0.3012 1.3542 -0.6632
N: -1.9411 0.5563 1.8108
F: 0.8963 -2.0201 -0.6953
Br: -3.7542 0.1125 -0.3690

Atoms 1-3, force components in eV/Å:
C -0.6381 2.6143 -1.4114
C -2.6911 -0.6416 -3.2455
C 1.4347 -1.3361 2.3159

Its HOMO energy (alpha / beta) is -10.005 / -10.006 eV. The calculated total energy comes out at -2897.5184 Eh.

Atomic partial charges in e from the Mulliken method, atoms 1 to 5:
1. C 0.51
2. C 0.21
3. C -0.16
4. N -0.27
5. N -0.30



2.
Formula: C31H61BN5O6
Source: OMol25
Level of theory: ωB97M-V/def2-TZVPD

Element x y z (Å)
C: 2.0767 6.5184 1.3412
C: 1.4476 6.1630 0.3486
C: 0.4994 5.8007 -0.8546
C: 0.0137 4.2877 -0.8408
C: 1.1835 3.2065 -0.7752
C: 0.9841 2.0657 0.3209
B: 1.1372 2.8575 1.7479
O: 2.3853 3.5011 2.0546
C: -0.0527 2.9998 2.8218
C: 0.5006 2.4780 4.2350
C: 2.2157 1.0430 0.4226
N: 1.8062 -0.1693 0.7501
C: 0.3188 -0.2767 0.9942
C: -0.3653 -1.6861 0.6294
C: -1.8111 -1.8694 1.3312
O: -1.7735 -2.8940 2.3422
C: -2.1403 -2.3967 3.6421
C: -3.6607 -1.9298 3.7805
N: 0.0828 -0.2213 2.4898
C: 0.9336 -0.9222 3.0990
O: 1.7530 -1.4692 3.7380
C: -0.1406 0.9627 0.1273
C: -1.6785 1.3618 0.0652
C: -2.3391 0.3879 -0.9943
C: -2.7636 -0.3701 -1.8580
H: 2.4436 6.4918 2.4041
H: -0.4326 6.4426 -0.7069
H: 0.9248 6.1026 -1.8546
H: -0.7725 4.1922 -0.0361
H: -0.5332 4.1199 -1.8299
H: 2.1699 3.7232 -0.5509
H: 1.2919 2.7567 -1.8163
H: 3.0827 2.8516 2.2680
H: -0.3718 4.0947 2.8279
H: -0.9605 2.3954 2.5309
H: 1.6315 2.3689 4.2362
H: 0.0221 1.4777 4.4646
H: 0.2056 3.2409 5.0120
H: 3.2875 1.3283 0.2185
H: 2.5169 -0.9156 0.8295
H: 0.2510 -2.5687 0.9807
H: -0.5304 -1.7888 -0.4826
H: -2.4994 -2.2676 0.5114
H: -2.2671 -0.8946 1.6684
H: -1.9981 -3.2697 4.3625
H: -1.4900 -1.5568 4.0310
H: -3.6616 -0.8134 4.0120
H: -4.1100 -2.4710 4.6754
H: -4.2927 -2.1784 2.8807
H: 0.0581 0.5736 -0.9323
H: -1.8801 2.4007 -0.3176
H: -2.1481 1.1994 1.0781
H: -2.8775 -1.2199 -2.5854
C: 4.7780 5.9855 8.1140
C: 4.0025 4.6884 8.3342
C: 3.8810 3.8181 7.0684
O: 2.9299 4.2867 6.1178
C: 3.3968 5.3364 5.2878
N: 2.6849 5.0147 8.8942
H: 4.1871 6.7471 7.6039
H: 5.0817 6.4099 9.0733
H: 5.6843 5.8052 7.5291
H: 4.5532 4.1055 9.0794
H: 3.5229 2.8296 7.3746
H: 4.8573 3.6600 6.5932
H: 4.4609 5.2354 5.0553
H: 3.1999 6.3026 5.7571
H: 2.8330 5.3038 4.3531
H: 2.2111 4.1484 9.1417
H: 2.1169 5.3911 8.1355
C: -0.5939 -1.3347 -7.8768
C: -0.3271 -0.4658 -6.6498
C: -0.1638 -1.2705 -5.3458
O: -1.3810 -1.7609 -4.7982
C: -1.8658 -2.9497 -5.4093
N: -1.3964 0.5345 -6.5370
H: -1.6239 -1.6893 -7.9246
H: -0.4128 -0.7628 -8.7895
H: 0.0695 -2.2038 -7.8926
H: 0.6153 0.0630 -6.8273
H: 0.2464 -0.5964 -4.5852
H: 0.5630 -2.0838 -5.4628
H: -1.0548 -3.6110 -5.7253
H: -2.5063 -2.7000 -6.2572
H: -2.4799 -3.4805 -4.6806
H: -1.1624 1.1800 -5.7855
H: -2.2268 0.0539 -6.1912
C: -1.4826 -8.9575 -4.7801
C: -1.9236 -7.7512 -3.9541
C: -3.1304 -7.0009 -4.5495
O: -2.8218 -6.1846 -5.6727
C: -2.7197 -6.8875 -6.9017
N: -0.7716 -6.8583 -3.7679
H: -0.9147 -8.6746 -5.6670
H: -0.8372 -9.6065 -4.1840
H: -2.3448 -9.5494 -5.0990
H: -2.2250 -8.1263 -2.9707
H: -3.5076 -6.3131 -3.7849
H: -3.9548 -7.6852 -4.7833
H: -3.4223 -7.7233 -6.9571
H: -1.6966 -7.2398 -7.0489
H: -2.9462 -6.1908 -7.7102
H: -1.0375 -6.1118 -3.1288
H: -0.6174 -6.3744 -4.6524

Atoms 1-3, force components in eV/Å:
C -1.0922 -1.5181 -0.0606
C -0.3826 0.2351 -0.1982
C 0.1261 0.6468 1.2042

Its HOMO energy is -10.883 eV. As for the charge: +1. The calculated total energy comes out at -1967.3293 Eh.

Atomic partial charges in e from the Mulliken method, atoms 1 to 5:
1. C 0.06
2. C -0.07
3. C -0.87
4. C -0.49
5. C -0.99



3.
Formula: C3H3FP2
Source: OMol25
Level of theory: ωB97M-V/def2-TZVPD

Element x y z (Å)
C: -0.6784 -0.0745 -0.3246
C: 1.9549 -0.2027 -0.0689
C: -1.3947 0.6606 0.5016
F: -2.1807 1.5332 -0.0934
P: 3.2492 0.6358 -0.3356
P: 0.5381 -1.1492 0.4453
H: -0.7984 -0.0179 -1.3327
H: -1.3555 0.6734 1.6882
H: 0.6656 -2.0587 -0.4798

Atoms 1-3, force components in eV/Å:
C 0.2334 -1.1045 3.4631
C -4.4645 -3.1930 1.1305
C 0.6233 -0.2855 1.6836

The expectation value of S² is 2.0076. Its HOMO energy (alpha / beta) is -5.998 / -9.489 eV. The calculated total energy comes out at -898.4487 Eh. The spin multiplicity is 3.

Atomic partial charges in e from the Mulliken method, atoms 1 to 5:
1. C -0.36
2. C 0.12
3. C -0.01
4. F -0.22
5. P -0.25



4.
Formula: C26H37AsNO8P2SZn
Source: OMol25
Level of theory: ωB97M-V/def2-TZVPD

Element x y z (Å)
Zn: 0.4125 0.5882 -0.5274
N: 0.3329 1.0734 -4.3712
C: -0.9303 0.5607 -3.7561
C: -1.8914 0.4620 -4.9113
P: -0.5798 -1.1321 -3.1304
O: -2.1228 -1.5884 -2.8665
O: -0.0632 -1.7981 -4.3414
O: 0.2294 -0.9966 -1.8458
P: -1.4848 1.9530 -2.7052
O: -3.0275 1.7253 -2.3066
O: -1.2433 3.1532 -3.5479
O: -0.6914 1.9092 -1.3733
H: 0.7073 0.4194 -5.0937
H: 1.0755 1.1631 -3.6663
H: 0.1896 2.0323 -4.7196
H: -1.5127 -0.3571 -5.5650
H: -1.9683 1.4327 -5.4450
H: -2.8837 0.1235 -4.5800
H: -2.3464 -2.0471 -2.0436
H: -3.5093 1.7463 -3.1714
C: 5.2496 2.7210 -2.6149
C: 5.0552 2.3696 -1.1404
C: 3.6639 2.3848 -0.6417
S: 2.7291 0.9971 -1.2018
O: 2.5320 1.2254 -2.6585
C: 3.7123 -0.4827 -0.9382
C: 4.2236 -0.9973 -2.2618
C: 3.3350 -2.1281 -2.8663
H: 6.3232 2.7438 -2.8666
H: 4.7842 3.7140 -2.8052
H: 4.7582 1.9850 -3.2528
H: 5.5717 3.1103 -0.5292
H: 5.5778 1.4301 -0.8872
H: 3.0137 3.2121 -0.8894
H: 3.6905 2.4424 0.4583
H: 3.0445 -1.2084 -0.3988
H: 4.5149 -0.2262 -0.2613
H: 5.2266 -1.4043 -2.1777
H: 4.3778 -0.1996 -2.9860
H: 3.2546 -2.8558 -2.0733
H: 3.8120 -2.6196 -3.6704
H: 2.3567 -1.7776 -3.2040
O: 0.2182 -0.0120 1.2701
As: -1.0356 -0.3348 2.3463
C: -0.5540 -1.5803 3.6760
C: -0.5890 -1.3243 5.0438
C: -0.4050 -2.3449 5.9628
C: -0.2852 -3.6258 5.4887
C: -0.1159 -3.8886 4.1313
C: -0.2314 -2.8739 3.2099
C: -1.6626 1.2508 3.2761
C: -0.8408 2.2873 3.6770
C: -1.3220 3.2026 4.6023
C: -2.6207 3.0976 5.0705
C: -3.4662 2.0826 4.6422
C: -2.9976 1.2130 3.6640
C: -2.5004 -1.1153 1.3662
C: -3.0785 -0.4119 0.3276
C: -4.1295 -0.9787 -0.3654
C: -4.5945 -2.2690 0.0171
C: -4.0094 -2.9572 1.0793
C: -2.9615 -2.3716 1.7721
H: -0.7556 -0.3296 5.4035
H: -0.3908 -2.1075 7.0031
H: -0.1636 -4.4738 6.1761
H: 0.0428 -4.9095 3.7968
H: -0.0358 -3.1221 2.1311
H: 0.2034 2.2587 3.3972
H: -0.7041 4.0252 4.9593
H: -2.8810 3.7769 5.9044
H: -4.4367 1.9315 5.0756
H: -3.6209 0.4237 3.3337
H: -2.6702 0.5458 -0.0002
H: -4.6034 -0.4392 -1.1713
H: -5.4107 -2.7527 -0.5038
H: -4.3718 -3.8882 1.4101
H: -2.5198 -2.8438 2.6616

Atoms 1-3, force components in eV/Å:
Zn -0.6263 -0.6041 -0.4826
N 0.9762 -0.1961 -0.3392
C -0.4231 0.3561 -0.0646

Its HOMO energy is -12.196 eV. As for the charge: +1. The calculated total energy comes out at -6765.6561 Eh.

Atomic partial charges in e from the Mulliken method, atoms 1 to 5:
1. Zn 1.05
2. N -0.01
3. C 0.90
4. C -1.97
5. P 0.57